(1)
{"formula": "C37H49GeN3O5PtS3SeSi2", "method": "the ωB97M-V functional and the def2-TZVPD basis", "e_homo_ev": [-5.89, -5.89], "total_charge": 0, "symbols": ["Pt", "C", "Si", "C", "C", "N", "C", "C", "C", "C", "C", "C", "N", "Si", "C", "C", "C", "H", "H", "H", "H", "H", "H", "H", "H", "H", "H", "H", "H", "H", "H", "H", "H", "H", "H", "H", "H", "H", "H", "O", "C", "C", "C", "C", "C", "C", "C", "O", "N", "O", "O", "H", "H", "H", "H", "O", "C", "C", "C", "C", "C", "S", "C", "C", "C", "C", "S", "C", "C", "C", "C", "S", "H", "H", "H", "H", "H", "H", "H", "H", "H", "C", "Ge", "C", "C", "C", "Se", "C", "H", "H", "H", "H", "H", "H", "H", "H", "H", "H", "H", "H", "H", "H"], "positions_angstrom": [[-0.11059, -0.03809, -0.04814], [-2.91827, 3.23850, 1.76477], [-1.51960, 3.09315, 0.52283], [-0.02365, 3.64717, 1.44306], [-1.69018, 4.14401, -1.01555], [-1.57177, 1.33248, -0.05524], [-2.72495, 0.80244, -0.37781], [-3.95574, 1.52530, -0.61874], [-5.08458, 0.85475, -0.91015], [-5.12687, -0.58631, -0.97855], [-4.02203, -1.32103, -0.77116], [-2.76711, -0.66506, -0.46687], [-1.63116, -1.25213, -0.23082], [-1.14594, -3.02784, -0.16128], [-2.71801, -4.15622, -0.13190], [-0.79654, -3.29624, 1.68911], [-0.76313, -3.42017, -1.98365], [-2.79293, 4.19852, 2.27209], [-2.79405, 2.46722, 2.53071], [-3.93825, 3.19060, 1.39001], [-0.28978, 4.62906, 1.85121], [0.83604, 3.76274, 0.79119], [0.24624, 2.99293, 2.27178], [-1.39959, 5.16751, -0.76694], [-2.67952, 4.17802, -1.47008], [-0.98411, 3.78183, -1.76708], [-3.95732, 2.60175, -0.61218], [-5.99087, 1.40962, -1.11661], [-6.06459, -1.06938, -1.21801], [-4.04012, -2.39311, -0.84131], [-3.43083, -3.94331, 0.66891], [-2.31157, -5.15186, 0.09326], [-3.25784, -4.26226, -1.07573], [-1.75067, -3.33049, 2.21852], [-0.16844, -2.50959, 2.10840], [-0.30573, -4.25285, 1.88022], [-1.67604, -3.19150, -2.54050], [-0.56427, -4.48215, -2.14326], [0.06170, -2.84872, -2.40726], [2.84244, -0.35321, 0.80958], [3.43720, -1.01567, -0.25536], [3.12386, -2.47076, -0.19231], [4.18849, -3.35321, -0.21343], [3.96906, -4.71721, -0.21876], [2.68277, -5.22088, -0.19824], [1.61968, -4.34397, -0.17293], [1.79525, -2.94362, -0.16220], [0.73929, -2.13300, -0.14683], [5.10690, -5.63223, -0.25039], [6.22437, -5.14988, -0.25428], [4.87657, -6.82561, -0.18277], [4.52309, -0.86804, -0.21320], [5.20328, -2.98006, -0.22601], [2.52332, -6.28899, -0.20486], [0.63103, -4.77590, -0.16371], [1.13380, 1.52418, -0.12771], [2.47162, 1.73028, -0.35284], [2.72203, 3.21275, -0.45066], [2.27571, 3.99382, -1.48054], [2.53420, 5.37261, -1.27831], [3.18163, 5.59944, -0.09938], [3.50042, 4.15470, 0.74847], [3.32613, 1.02423, 0.96048], [4.73783, 1.27876, 1.02273], [5.16748, 1.79324, 2.26172], [4.17544, 2.01154, 3.16659], [2.63136, 1.55355, 2.54593], [3.07314, 1.04284, -1.45698], [2.96119, -0.41077, -1.64299], [3.90044, -0.80256, -2.72869], [4.71401, 0.17952, -3.10990], [4.37727, 1.71356, -2.31481], [1.75342, 3.58994, -2.33781], [2.26108, 6.15172, -1.97498], [3.51808, 6.54302, 0.29971], [5.38831, 1.17053, 0.16852], [6.19515, 2.07190, 2.45566], [4.24627, 2.56294, 4.09081], [1.92789, -0.74510, -1.79525], [3.94389, -1.81000, -3.11933], [5.50350, 0.12888, -3.84442], [0.98845, -1.22242, 7.59493], [0.21581, 0.04514, 6.31980], [1.33589, 1.63788, 6.16886], [-1.58919, 0.55220, 6.87883], [0.13344, -0.80412, 4.54964], [-0.72818, 0.34605, 3.22737], [-2.52519, -0.38344, 3.37126], [1.07886, -0.76996, 8.58312], [1.98177, -1.53176, 7.26838], [0.36354, -2.11188, 7.68208], [1.22802, 2.26915, 7.05165], [1.04758, 2.21978, 5.29171], [2.38531, 1.35670, 6.06908], [-1.54879, 1.09976, 7.82122], [-2.22156, -0.32496, 7.02262], [-2.04679, 1.19849, 6.12856], [-0.39988, -1.75550, 4.55582], [1.13842, -0.99016, 4.16856], [-2.85843, -0.36229, 4.40661], [-2.54795, -1.40140, 2.98749], [-3.18698, 0.24483, 2.77458]], "forces_ev_per_angstrom": [[-0.21, -0.28, -0.24], [-0.03, 0.04, 0.01], [0.14, 0.08, -0.09], [-0.02, -0.03, 0.04], [0.01, -0.03, 0.01], [-0.03, -0.02, 0.04], [0.02, -0.05, 0.11], [0.00, 0.01, -0.07], [-0.01, 0.01, 0.00], [0.03, 0.00, 0.01], [0.04, 0.03, 0.00], [0.10, -0.03, -0.03], [-0.07, 0.02, 0.05], [-0.67, -0.12, 0.00], [0.01, 0.08, 0.02], [0.23, -0.06, -0.11], [0.18, -0.07, 0.09], [-0.01, 0.00, 0.00], [0.00, 0.04, -0.01], [0.02, 0.00, 0.04], [-0.01, -0.01, 0.03], [-0.11, 0.02, 0.08], [-0.02, 0.06, -0.07], [0.00, 0.00, 0.00], [-0.04, -0.04, 0.01], [0.01, 0.01, 0.02], [0.04, 0.01, -0.04], [0.00, 0.00, 0.00], [0.00, -0.01, 0.00], [-0.01, -0.07, -0.01], [-0.01, 0.02, -0.02], [0.00, 0.01, 0.00], [0.00, 0.00, 0.00], [-0.01, 0.01, -0.03], [-0.02, 0.00, 0.00], [0.01, -0.01, 0.00], [-0.01, 0.03, 0.01], [-0.04, 0.00, 0.00], [0.01, -0.02, 0.01], [0.01, 0.26, -0.06], [0.04, -0.03, -0.02], [-0.01, 0.01, 0.02], [-0.01, -0.01, -0.03], [-0.03, -0.01, -0.18], [0.03, 0.00, -0.03], [-0.01, 0.02, 0.05], [0.07, 0.08, -0.01], [0.25, 0.33, -0.02], [0.03, 0.02, 0.73], [0.00, 0.00, -0.26], [-0.02, -0.02, -0.26], [0.01, -0.02, -0.03], [0.00, 0.00, 0.00], [0.00, 0.00, 0.00], [-0.01, 0.02, 0.02], [-0.02, -0.12, 0.28], [-0.38, 0.35, -0.87], [0.11, 0.05, 0.01], [-0.13, 0.06, 0.05], [-0.01, 0.03, 0.00], [0.06, 0.00, -0.05], [-0.01, 0.15, -0.07], [0.21, -0.44, 0.80], [-0.01, -0.02, -0.01], [0.08, -0.01, -0.07], [-0.04, 0.03, 0.05], [0.00, -0.19, -0.03], [0.05, -0.07, 0.19], [-0.09, -0.06, -0.04], [0.04, 0.03, -0.02], [-0.03, -0.01, 0.02], [0.18, 0.06, -0.13], [0.01, -0.01, 0.02], [0.00, 0.01, 0.00], [0.00, 0.00, -0.01], [0.05, -0.08, 0.06], [0.00, 0.00, -0.03], [-0.02, -0.03, 0.00], [0.03, -0.01, 0.01], [0.01, 0.00, 0.00], [0.00, -0.01, 0.00], [0.00, 0.00, 0.00], [0.00, 0.01, 0.01], [0.01, -0.01, -0.01], [0.00, 0.00, 0.00], [0.01, -0.03, -0.03], [-0.02, 0.03, 0.06], [0.00, -0.01, 0.00], [0.00, 0.00, 0.00], [0.00, 0.00, 0.00], [0.00, 0.00, 0.00], [0.01, 0.00, 0.00], [-0.01, 0.00, 0.01], [-0.01, 0.01, -0.02], [0.00, 0.00, 0.00], [0.00, 0.00, 0.00], [0.00, 0.01, 0.00], [0.01, 0.00, -0.01], [0.01, 0.00, 0.00], [0.00, 0.00, 0.00], [0.00, 0.01, 0.02], [0.01, -0.03, -0.01]]}

=====

(2)
{"formula": "C4H10O3", "method": "the ωB97M-V functional and the def2-TZVPD basis", "s2": 0.766, "e_homo_ev": [-14.66, -14.65], "multiplicity": 2, "total_charge": 1, "symbols": ["C", "C", "O", "C", "C", "H", "H", "H", "H", "H", "H", "H", "H", "O", "H", "H", "O"], "positions_angstrom": [[-1.71987, 0.44858, -0.93622], [-0.42223, 0.78330, -0.69151], [0.41620, 1.21224, -1.67438], [0.27459, 1.11937, 0.63321], [0.91170, 2.23863, 0.80726], [-2.09192, 0.34542, -1.91133], [-2.44169, 0.20476, -0.12412], [0.58718, 0.60067, -2.35847], [-0.13335, 0.43831, 1.44868], [1.12967, 2.76781, -0.05583], [1.46441, 2.48139, 1.69044], [-1.08819, -3.08632, 1.79499], [-1.26155, -1.81788, 0.86347], [-0.68651, -2.21567, 1.57658], [1.99072, -2.44151, -0.91748], [1.09155, -1.42258, 0.06841], [1.97928, -1.65652, -0.21370]], "forces_ev_per_angstrom": [[-1.53, -1.39, 1.85], [4.92, 3.06, 0.83], [-1.34, 0.16, 2.04], [-5.33, -4.10, -0.08], [2.05, 0.20, 0.50], [-0.34, 0.17, -1.34], [0.84, 0.30, -0.51], [-0.02, -1.16, -1.84], [0.88, 1.05, -0.64], [0.22, 1.56, -1.38], [-0.25, 0.20, 0.61], [0.33, 0.84, -0.28], [0.68, -1.09, 1.32], [-1.12, 0.32, -1.14], [-0.57, 2.63, 2.56], [-0.16, -0.92, -0.07], [0.73, -1.84, -2.43]]}

=====

(3)
{"formula": "C6H11FO", "method": "the ωB97M-V functional and the def2-TZVPD basis", "e_homo_ev": -9.76, "smiles": "CC(C)=C(CO)CF", "total_charge": 0, "symbols": ["C", "C", "C", "C", "C", "O", "C", "F", "H", "H", "H", "H", "H", "H", "H", "H", "H", "H", "H"], "positions_angstrom": [[-1.42853, -1.15591, -0.52045], [-0.38306, -0.50160, 0.24142], [-0.12034, -1.44431, 1.40732], [0.24843, 0.57195, -0.06451], [0.18620, 1.17089, -1.45679], [-0.38577, 2.49564, -1.35787], [1.51104, 0.94575, 0.65219], [2.57134, 0.03181, 0.28685], [-2.28623, -1.21459, 0.21111], [-1.57195, -0.60505, -1.42800], [-1.13786, -2.15117, -0.73033], [0.83686, -1.36717, 1.96734], [-0.96025, -1.21166, 2.16551], [-0.27453, -2.58972, 1.27166], [-0.34738, 0.56928, -2.13413], [1.17545, 1.23542, -2.02478], [-0.98215, 2.44053, -0.49185], [1.89350, 1.82083, 0.13325], [1.45523, 0.95910, 1.87206]], "forces_ev_per_angstrom": [[-1.62, 0.87, 0.29], [-0.40, -4.41, 1.84], [-0.68, -0.53, 2.80], [3.35, 1.53, -1.60], [0.83, 1.30, 0.41], [-1.62, -0.49, 2.48], [0.83, -0.22, 1.69], [-0.87, -0.03, 0.55], [0.25, 0.08, -1.32], [-1.09, -0.04, -0.41], [0.21, -1.05, -0.39], [-0.57, 0.31, -0.56], [1.25, -0.30, -0.78], [0.26, 2.12, -0.60], [-1.24, -0.69, -0.71], [-0.77, 0.23, 1.42], [1.84, 0.36, -2.94], [-0.17, 0.76, 1.05], [0.21, 0.21, -3.22]]}

=====

(4)
{"formula": "CH3N2O2", "method": "the ωB97M-V functional and the def2-TZVPD basis", "e_homo_ev": -16.48, "total_charge": 1, "symbols": ["C", "N", "N", "O", "O", "H", "H", "H"], "positions_angstrom": [[0.22668, 0.37014, 0.57504], [-1.20872, -0.65912, -0.03406], [1.04516, 0.48957, -0.36724], [-0.98682, -0.96689, -1.09476], [-1.94170, -0.92603, 0.82853], [0.16313, 0.63408, 1.69669], [1.92497, 0.98900, -0.23017], [0.77730, 0.06925, -1.37402]], "forces_ev_per_angstrom": [[-2.57, -1.31, 0.52], [2.68, 2.63, 5.49], [-0.35, -0.31, -1.22], [0.21, -1.55, -5.46], [-1.28, -0.20, 0.48], [0.65, -0.09, -1.97], [0.12, -0.09, -0.35], [0.54, 0.93, 2.52]]}

=====

(5)
{"formula": "C11H13N2", "method": "the ωB97M-V functional and the def2-TZVPD basis", "e_homo_ev": -12.60, "smiles": "C[C@H](c1ccccc1)[n+]1cc[nH]c1", "total_charge": 1, "symbols": ["C", "C", "C", "C", "C", "C", "C", "C", "N", "C", "C", "N", "C", "H", "H", "H", "H", "H", "H", "H", "H", "H", "H", "H", "H", "H"], "positions_angstrom": [[0.73905, -2.18578, 0.54235], [0.16418, -0.80090, 0.79590], [-0.97284, -0.27326, 0.01048], [-1.96458, 0.50624, 0.64873], [-3.16298, 0.83204, -0.05440], [-3.23291, 0.54800, -1.45352], [-2.33122, -0.26563, -2.07861], [-1.23323, -0.68538, -1.29671], [1.41449, 0.19416, 0.56652], [2.14930, 0.61464, 1.62611], [3.17385, 1.37682, 1.10625], [2.95583, 1.46613, -0.26539], [1.91608, 0.66461, -0.53511], [1.68942, -2.31019, 0.91113], [0.51517, -2.54852, -0.41166], [0.20923, -2.95483, 1.00790], [-0.08300, -0.46393, 1.83406], [-1.73547, 0.83339, 1.69900], [-3.95956, 1.50913, 0.14333], [-4.10571, 0.96949, -1.90782], [-2.52257, -0.35296, -3.15379], [-0.38089, -1.25254, -1.61935], [1.76301, 0.17080, 2.60775], [3.96692, 2.00301, 1.57200], [3.54855, 2.06251, -0.79955], [1.47988, 0.34295, -1.49559]], "forces_ev_per_angstrom": [[-2.37, 1.00, 0.46], [1.65, 2.04, 0.37], [-2.88, -0.09, -0.66], [-0.82, 0.43, 0.41], [2.45, -0.07, -1.79], [-0.40, -0.20, 2.60], [0.70, 0.50, -0.01], [0.82, 0.24, -0.26], [-1.09, -1.01, 0.61], [0.21, -0.58, 1.44], [-0.11, 1.01, 1.04], [-0.22, -1.22, 2.11], [-0.80, -0.03, -2.49], [2.47, -0.02, 0.25], [0.71, 0.11, -2.12], [-1.39, -0.87, 1.74], [0.50, -1.14, -0.52], [-0.72, -0.25, -1.03], [-0.21, 0.31, 1.63], [-0.18, -0.07, -0.73], [0.80, -0.77, 0.41], [-0.27, -0.59, -1.25], [1.44, 1.34, -1.24], [-0.87, -0.86, -0.33], [-0.01, -0.01, -1.04], [0.60, 0.80, 0.42]]}

=====

(6)
{"formula": "C6H14NO2S", "method": "the ωB97M-V functional and the def2-TZVPD basis", "e_homo_ev": [-12.17, -11.43], "total_charge": 1, "symbols": ["C", "C", "C", "C", "C", "C", "N", "O", "O", "S", "H", "H", "H", "H", "H", "H", "H", "H", "H", "H", "H", "H", "H", "H"], "positions_angstrom": [[0.29135, -1.30147, 0.02945], [1.71519, -1.47046, -0.36801], [2.72314, 1.10318, -0.60921], [-0.00959, 1.05886, -0.04048], [-2.45044, -0.16965, 0.97694], [-2.00058, -0.41742, -0.45946], [-0.50379, -0.19673, -0.52064], [0.16225, 1.02589, 1.30609], [-0.64400, 2.12923, -0.60289], [2.89900, -0.22844, 0.49859], [-0.30219, -2.20165, -0.39471], [0.21798, -1.27448, 1.07529], [2.15403, -2.38783, -0.10150], [2.05412, -1.15800, -1.42195], [2.74896, 0.76507, -1.59803], [3.25501, 2.05933, -0.27017], [-3.48385, -0.57295, 1.10123], [-1.76049, -0.62869, 1.70949], [-2.52247, 0.87624, 1.30803], [-2.36042, 0.45952, -0.99962], [-2.11145, -1.41364, -0.82196], [-0.34196, -0.14154, -1.54366], [1.08515, 1.35460, 1.65349], [-0.81493, 2.73105, 0.09369]], "forces_ev_per_angstrom": [[-1.43, -3.13, -2.00], [2.48, 3.90, -1.37], [0.39, 0.66, 2.54], [1.64, 1.92, 1.01], [-0.85, -0.89, 0.99], [0.47, 2.41, 2.01], [0.68, 0.27, -2.18], [1.44, 1.13, 0.58], [0.37, -1.97, -0.69], [-0.62, -0.20, -0.11], [1.14, 0.98, 1.03], [-0.31, -0.08, 1.34], [0.01, -1.39, 0.19], [-1.25, -1.13, 1.14], [-0.06, 0.21, -1.63], [-0.98, -1.48, -0.78], [0.87, 0.08, 0.02], [-0.65, -0.13, -0.32], [0.19, -0.14, -0.70], [-0.46, -0.85, -0.83], [-0.76, -0.40, -0.49], [0.25, -0.23, 0.45], [-2.16, -0.94, -1.37], [-0.37, 1.42, 1.16]]}

=====

Repeat the third record exactly.
{"formula": "C6H11FO", "method": "the ωB97M-V functional and the def2-TZVPD basis", "e_homo_ev": -9.76, "smiles": "CC(C)=C(CO)CF", "total_charge": 0, "symbols": ["C", "C", "C", "C", "C", "O", "C", "F", "H", "H", "H", "H", "H", "H", "H", "H", "H", "H", "H"], "positions_angstrom": [[-1.42853, -1.15591, -0.52045], [-0.38306, -0.50160, 0.24142], [-0.12034, -1.44431, 1.40732], [0.24843, 0.57195, -0.06451], [0.18620, 1.17089, -1.45679], [-0.38577, 2.49564, -1.35787], [1.51104, 0.94575, 0.65219], [2.57134, 0.03181, 0.28685], [-2.28623, -1.21459, 0.21111], [-1.57195, -0.60505, -1.42800], [-1.13786, -2.15117, -0.73033], [0.83686, -1.36717, 1.96734], [-0.96025, -1.21166, 2.16551], [-0.27453, -2.58972, 1.27166], [-0.34738, 0.56928, -2.13413], [1.17545, 1.23542, -2.02478], [-0.98215, 2.44053, -0.49185], [1.89350, 1.82083, 0.13325], [1.45523, 0.95910, 1.87206]], "forces_ev_per_angstrom": [[-1.62, 0.87, 0.29], [-0.40, -4.41, 1.84], [-0.68, -0.53, 2.80], [3.35, 1.53, -1.60], [0.83, 1.30, 0.41], [-1.62, -0.49, 2.48], [0.83, -0.22, 1.69], [-0.87, -0.03, 0.55], [0.25, 0.08, -1.32], [-1.09, -0.04, -0.41], [0.21, -1.05, -0.39], [-0.57, 0.31, -0.56], [1.25, -0.30, -0.78], [0.26, 2.12, -0.60], [-1.24, -0.69, -0.71], [-0.77, 0.23, 1.42], [1.84, 0.36, -2.94], [-0.17, 0.76, 1.05], [0.21, 0.21, -3.22]]}